Model w:
13
Properties=species:S:1:pos:R:3:mulliken_charge:R:1 method="wB97M-V/def2-TZVPD" multiplicity=1 homo_ha="-0.5265 / -0.4800" orbital_gap_ev="9.374 / 5.288" charge=+1
C -1.6680 -0.8725 -0.8342 -0.163
C -1.6112 -1.2468 0.4465 -0.269
C -1.0708 1.7986 0.1293 -0.912
C 3.0844 -0.7437 0.0487 -0.834
P -0.4180 0.1036 0.0178 0.259
H -2.1462 -1.1972 -1.7759 0.379
H -1.7824 -2.1588 0.9389 0.397
H -0.5096 2.5288 0.8351 0.322
H -2.1573 1.7248 0.5740 0.326
H -1.2455 2.2309 -0.7848 0.373
H 3.2083 -0.4293 1.0765 0.346
H 3.3753 -0.0123 -0.7269 0.356
H 2.9411 -1.7260 0.0549 0.420

=====

Model x:
13
Properties=species:S:1:pos:R:3:mulliken_charge:R:1 method="wB97M-V/def2-TZVPD" multiplicity=1 homo_ha=-0.5619 orbital_gap_ev=8.023 charge=+1
C -2.7378 0.0615 -0.7275 -0.212
C -1.9020 0.8471 -0.3374 -0.526
C 0.9126 -1.3134 1.1594 -0.927
C 1.2187 0.9066 -0.5870 -0.707
P 0.6258 0.5841 1.0765 0.542
H -3.3752 -0.8512 -0.6892 0.347
H -1.5883 1.8975 -0.3213 0.462
H 0.5101 -1.8366 2.0699 0.328
H 2.0089 -1.4133 1.0457 0.385
H 0.6216 -1.8230 0.1495 0.334
H 2.0744 1.6374 -0.6648 0.394
H 0.2939 1.3466 -1.0514 0.284
H 1.3372 -0.0433 -1.1223 0.293

=====

Which structure is most stable, and how do the rest compare? From most to least stable: model x, model w.

=====

Model w:
79
Properties=species:S:1:pos:R:3:mulliken_spin:R:1 method="wB97M-V/def2-TZVPD" multiplicity=4 homo_ha="-0.3998 / -0.4000" orbital_gap_ev="6.885 / 7.945" charge=+1
Cr -0.3289 0.3561 0.0395 3.380
C -0.5499 -1.4953 1.2105 -0.036
C 0.4813 -1.7827 0.2616 -0.254
C 1.5584 -0.8606 0.5503 -0.012
C 1.1577 -0.1202 1.7099 -0.110
C -0.1003 -0.5381 2.1639 -0.102
C -0.7298 -0.2725 3.5115 0.048
C 0.0963 0.7365 4.3124 -0.002
C -2.1711 0.2376 3.3797 0.024
C -0.7480 -1.6141 4.2654 -0.005
C 2.9436 -0.6284 -0.0620 -0.024
C 3.7781 -1.9135 -0.1756 -0.007
C 3.7731 0.3277 0.8125 0.000
C 2.8091 0.0437 -1.4401 0.064
C 0.4103 -3.0633 -0.5673 0.021
C -1.0163 -3.6419 -0.5789 0.004
C 1.2727 -4.1343 0.1310 -0.011
C 0.8378 -2.8838 -2.0289 -0.004
H -1.4215 -2.1112 1.3703 -0.022
H 1.7912 0.5712 2.2376 0.001
H 0.2137 1.6755 3.7711 0.001
H 1.0857 0.3362 4.5402 0.000
H -0.4043 0.9489 5.2570 0.000
H -2.1708 1.2710 3.0358 -0.003
H -2.6601 0.2075 4.3534 0.000
H -2.7529 -0.3808 2.6919 -0.001
H 0.2568 -2.0347 4.3293 -0.001
H -1.3965 -2.3414 3.7743 0.001
H -1.1186 -1.4580 5.2784 -0.002
H 3.7706 -2.4581 0.7692 0.000
H 4.8114 -1.6439 -0.3924 0.000
H 3.4439 -2.5701 -0.9737 0.000
H 3.9685 -0.0966 1.7989 0.000
H 3.3039 1.3039 0.9295 -0.002
H 4.7334 0.4902 0.3241 0.000
H 2.1001 -0.4725 -2.0855 0.002
H 3.7804 0.0581 -1.9368 0.000
H 2.4891 1.0808 -1.3057 0.000
H -1.2985 -4.0353 0.3982 0.000
H -1.0488 -4.4719 -1.2833 0.000
H -1.7560 -2.9118 -0.8962 0.003
H 1.0513 -4.1591 1.1997 -0.001
H 2.3368 -3.9713 0.0048 0.001
H 1.0307 -5.1124 -0.2855 -0.001
H 0.1941 -2.1610 -2.5343 0.011
H 0.7438 -3.8383 -2.5478 0.000
H 1.8703 -2.5624 -2.1280 0.003
N -2.5380 0.9850 0.0307 -0.003
N -3.0573 2.2052 0.5068 0.018
C -3.2290 3.2268 -0.3804 0.001
N -3.5080 4.4197 0.1390 -0.001
S -3.1993 2.9437 -2.0305 0.000
H -2.7289 1.0869 -0.9878 0.000
H -3.1337 0.2399 0.3832 0.001
H -2.8762 2.4023 1.4757 0.006
H -3.4414 4.6097 1.1249 0.000
H -3.6713 5.1923 -0.4800 0.000
F 0.2067 2.4031 -0.3573 -0.004
C -0.1992 3.3815 0.7041 -0.003
F -0.5300 2.4350 1.7267 0.015
C 1.1485 3.9017 1.1679 0.003
F 0.9843 4.8037 2.1360 0.000
F 1.8031 4.4747 0.1508 0.000
F 1.9888 2.9398 1.6735 -0.001
C 0.3324 2.2067 -5.0995 -0.001
C -0.3028 1.3363 -4.0783 0.017
C -1.3640 0.4569 -4.1690 0.003
C -1.5570 -0.0454 -2.8811 0.037
N -0.6490 0.4709 -2.0449 -0.136
N 0.1001 1.3038 -2.8016 0.044
C -2.6261 -0.9936 -2.4612 0.029
H 0.2141 1.7697 -6.0878 0.000
H 1.3925 2.3486 -4.8930 0.000
H -0.1466 3.1870 -5.1089 0.001
H -1.9400 0.2250 -5.0479 0.000
H 0.8184 1.8776 -2.3928 0.011
H -2.5757 -1.9068 -3.0539 0.005
H -3.6028 -0.5430 -2.6451 0.002
H -2.5344 -1.2504 -1.4082 -0.007

=====

Model x:
79
Properties=species:S:1:pos:R:3:mulliken_spin:R:1 method="wB97M-V/def2-TZVPD" multiplicity=4 homo_ha="-0.4063 / -0.4061" orbital_gap_ev="7.591 / 8.468" charge=+1
Cr -0.0862 0.3280 -0.2949 3.321
C -1.2934 -1.1107 0.8433 -0.017
C -0.4166 -2.0193 0.1600 -0.104
C 0.9135 -1.6849 0.5546 -0.008
C 0.7893 -0.5834 1.4889 -0.138
C -0.5716 -0.3283 1.7665 -0.100
C -1.1726 0.3466 2.9937 0.015
C -1.7744 -0.8064 3.8197 -0.003
C -2.2952 1.3424 2.6819 0.011
C -0.0882 1.0261 3.8285 -0.009
C 2.2746 -2.3558 0.2911 0.020
C 2.1909 -3.8495 0.6399 -0.009
C 3.3334 -1.7408 1.2158 -0.002
C 2.7873 -2.2148 -1.1527 0.035
C -1.0577 -3.1827 -0.6180 0.011
C -1.2105 -4.3567 0.3727 -0.007
C -2.4854 -2.7909 -1.0417 -0.008
C -0.3267 -3.6567 -1.8733 0.003
H -2.3688 -1.1749 0.8200 0.006
H 1.6038 -0.1730 2.0631 -0.018
H -2.6768 -1.1999 3.3479 0.002
H -2.0434 -0.4428 4.8130 -0.003
H -1.0639 -1.6277 3.9381 -0.001
H -2.9451 0.9835 1.8801 -0.004
H -1.9078 2.3194 2.4003 0.003
H -2.9137 1.4749 3.5715 0.000
H 0.6659 0.3143 4.1710 0.001
H -0.5411 1.4780 4.7123 0.000
H 0.4132 1.8223 3.2743 0.002
H 1.7521 -4.0121 1.6273 0.000
H 3.2045 -4.2536 0.6544 -0.001
H 1.6266 -4.4200 -0.0905 0.001
H 3.0628 -1.8320 2.2703 0.001
H 3.5176 -0.6889 0.9853 0.000
H 4.2725 -2.2754 1.0693 0.000
H 2.0624 -2.5402 -1.8918 -0.004
H 3.6847 -2.8283 -1.2614 0.000
H 3.0502 -1.1862 -1.3844 -0.006
H -1.6063 -4.0149 1.3327 0.000
H -0.2798 -4.8854 0.5566 0.000
H -1.9237 -5.0695 -0.0455 0.000
H -3.1720 -2.7684 -0.1932 0.000
H -2.8602 -3.5437 -1.7358 0.000
H -2.5163 -1.8295 -1.5520 0.010
H 0.7182 -3.8843 -1.6996 0.000
H -0.3889 -2.9234 -2.6726 0.000
H -0.8067 -4.5744 -2.2202 0.000
N 0.5691 3.2212 -2.3856 0.010
N 1.9089 3.0352 -2.7303 0.001
C 2.6794 2.1755 -2.0834 0.024
N 3.9440 2.0619 -2.5139 0.001
S 2.2528 1.2030 -0.7357 -0.034
H 0.0203 2.5165 -2.8883 0.003
H 0.3111 4.1680 -2.6297 0.000
H 2.2312 3.3673 -3.6304 0.000
H 4.2957 2.5802 -3.3012 0.000
H 4.5443 1.3879 -2.0726 -0.001
F 0.5724 -0.6367 -2.8397 0.017
C -0.1956 0.4416 -3.2685 0.006
F -1.1449 0.5468 -2.0313 0.014
C -1.1400 -0.1563 -4.3057 0.003
F -1.9360 -1.1584 -3.8749 0.000
F -0.4059 -0.6429 -5.3104 0.000
F -1.9509 0.7967 -4.7844 0.000
C 0.4204 5.3849 1.6798 -0.001
C -0.3328 4.2969 0.9916 0.026
C -1.5653 4.2814 0.3716 0.008
C -1.7328 2.9873 -0.1304 0.050
N -0.6632 2.2461 0.1723 -0.218
N 0.1651 3.0611 0.8646 0.064
C -2.9275 2.4448 -0.8441 0.011
H -0.2681 6.1441 2.0431 0.000
H 1.1207 5.8634 0.9940 0.001
H 0.9860 5.0020 2.5294 0.000
H -2.2634 5.0989 0.2944 0.000
H 1.0943 2.7453 1.0950 0.010
H -3.8167 2.9873 -0.5269 0.002
H -3.0783 1.3866 -0.6415 -0.001
H -2.8251 2.5567 -1.9237 0.003

=====

Which structure is most stable, and how do the rest compare? From most to least stable: model x, model w.

=====

Model w:
30
Properties=species:S:1:pos:R:3:mulliken_charge:R:1 method="wB97M-V/def2-TZVPD" multiplicity=1 homo_ha=-0.3778 orbital_gap_ev=10.363 charge=0 smiles="C[C@@H](O)CNC(N)=O.O.O.O.O"
C 3.2604 -0.1615 -0.1242 -1.274
C 2.5060 0.1994 -1.3919 0.605
O 1.5530 -0.9440 -1.5801 -0.553
C 1.7996 1.5647 -1.1068 -1.192
N 0.6755 1.4599 -0.1878 -0.029
C -0.6161 1.7343 -0.5457 0.477
N -1.4133 1.5746 0.6312 -0.433
O -0.9334 2.1502 -1.6484 -0.604
H 4.0777 -1.0886 -0.3222 0.281
H 3.8450 0.6593 0.2541 0.364
H 2.6042 -0.6789 0.6536 0.276
H 3.1879 0.3864 -2.2437 0.255
H 0.7330 -0.3507 -1.8238 0.344
H 2.5568 2.3718 -0.7338 0.356
H 1.4711 1.9309 -2.0763 0.385
H 0.9996 1.1815 0.8038 0.269
H -2.2876 2.1522 0.5546 0.247
H -1.6305 0.5417 0.8685 0.226
O -2.6751 -1.7995 -1.2429 -0.573
H -2.1122 -2.3823 -1.4881 0.239
H -2.3653 -1.0997 -0.6640 0.300
O -0.5332 -2.7432 0.2290 -0.633
H -0.9829 -3.4365 -0.2571 0.250
H 0.1637 -2.3686 -0.3541 0.358
O -1.3265 0.5527 3.6001 -0.604
H -1.6824 0.0252 2.9706 0.297
H -0.8161 1.2285 3.1322 0.327
O -1.3639 -1.7686 2.2591 -0.608
H -0.4421 -1.9420 2.3173 0.263
H -1.6222 -1.9752 1.3819 0.384

=====

Model x:
30
Properties=species:S:1:pos:R:3:mulliken_charge:R:1 method="wB97M-V/def2-TZVPD" multiplicity=1 homo_ha=-0.3367 orbital_gap_ev=9.470 charge=0 smiles="NC[C@H](CO)NC=O.O.O.O.O"
N 2.1848 1.3851 -1.2337 -0.421
C 0.9147 1.9720 -0.8335 -0.860
C -0.0356 0.8084 -0.5119 0.366
C -0.6221 0.2818 -1.8556 -1.069
O -0.2645 -1.0636 -2.1097 -0.594
N -1.0604 1.1486 0.5105 0.061
C -1.9836 2.0814 0.1090 -0.191
O -2.0940 2.4557 -1.0334 -0.494
H 2.6775 1.8570 -1.9711 0.189
H 2.7851 1.1775 -0.4533 0.215
H 0.5742 2.5934 -1.6515 0.525
H 0.9635 2.6235 0.0511 0.266
H 0.4870 -0.0293 -0.0566 0.090
H -1.7097 0.2418 -1.7989 0.478
H -0.4650 1.0208 -2.6335 0.358
H 0.6802 -1.0994 -2.3025 0.386
H -0.5861 1.1946 1.3994 0.314
H -2.7067 2.3814 0.8818 0.421
O -2.1821 -1.6456 0.2477 -0.717
H -1.4596 -1.2494 -0.2386 0.466
H -3.0206 -1.3252 -0.0909 0.276
O 0.6355 -1.5129 2.0919 -0.651
H 0.6051 -1.9944 1.2736 0.376
H 0.7926 -2.2369 2.7079 0.274
O 2.8666 0.2433 1.6740 -0.628
H 2.9891 -0.7128 1.6690 0.326
H 1.9896 0.2935 2.0710 0.291
O -0.7001 -3.8283 1.1677 -0.661
H -1.5639 -3.5445 0.8442 0.294
H -0.6915 -3.5174 2.0759 0.315

=====

Which structure is most stable, and how do the rest compare? From most to least stable: model x, model w.

=====

Model w:
65
Properties=species:S:1:pos:R:3:mulliken_charge:R:1 method="wB97M-V/def2-TZVPD" multiplicity=1 homo_ha=-0.2430 orbital_gap_ev=9.035 charge=-1
Cl 0.4245 0.4527 -1.9591 1.562
O -1.0208 0.3611 -1.8930 -0.676
O 0.9185 -0.0786 -3.1999 -0.701
O 0.8257 1.8270 -1.8022 -0.613
O 0.9479 -0.3487 -0.8549 -0.561
C 4.0871 -1.3253 -0.8090 -0.622
C 4.7799 -2.4958 -0.1665 0.524
O 5.3474 -3.3510 -0.8296 -0.688
N 4.8067 -2.5567 1.1983 -0.165
C 4.0995 -1.7139 2.1400 -0.858
H 4.8218 -0.6952 -1.3092 0.354
H 3.5136 -0.7262 -0.1107 0.127
H 3.4307 -1.7153 -1.5842 0.160
H 5.2062 -3.4184 1.5359 0.230
H 4.1539 -0.6717 1.8295 0.330
H 4.6197 -1.7509 3.0971 0.353
H 3.0517 -1.9871 2.2779 0.265
C -0.3264 8.3569 -0.4815 -1.148
C -0.0512 6.8650 -0.4670 0.705
O -0.8744 6.0693 -0.0611 -0.606
N 1.1905 6.5055 -0.8775 -0.179
C 1.6897 5.1253 -0.8365 -0.672
H 0.4576 8.8719 0.0704 0.331
H -1.2717 8.4851 0.0397 0.308
H -0.4381 8.7274 -1.4989 0.295
H 1.8382 7.2136 -1.1726 0.195
H 2.1966 4.9184 -1.7789 0.322
H 0.8279 4.4702 -0.7825 0.156
H 2.3860 5.0038 -0.0101 0.289
C -6.8329 -2.7544 0.0145 -1.079
C -5.4078 -2.3890 0.3913 0.598
O -5.0011 -2.5197 1.5369 -0.634
N -4.6152 -1.9659 -0.6256 -0.163
C -3.2195 -1.5698 -0.4109 -0.705
H -7.1576 -3.4899 0.7518 0.308
H -6.8730 -3.2338 -0.9622 0.327
H -7.5118 -1.9096 0.1135 0.259
H -5.0661 -1.6137 -1.4516 0.264
H -2.7951 -1.4471 -1.4017 0.263
H -2.7056 -2.3605 0.1284 0.155
H -3.1802 -0.6318 0.1404 0.404
C -0.1202 -0.9714 2.3274 -0.195
C -0.2779 0.5101 2.5669 0.650
O -0.9204 0.9400 3.5106 -0.725
N 0.3009 1.2676 1.6100 0.153
C 0.1619 2.6972 1.4510 -0.929
H -1.1300 -1.3421 2.1552 0.110
H 0.3061 -1.4465 3.2104 0.393
H 0.5157 -1.1840 1.4694 -0.267
H 0.6968 0.7249 0.8538 -0.098
H -0.5600 2.9639 0.6801 0.316
H 1.1360 3.0871 1.1499 0.233
H -0.0916 3.1568 2.4024 0.395
C -1.0652 -3.4118 -2.5513 -0.942
C -0.6421 -4.0349 -1.2515 0.812
O -1.1987 -5.0429 -0.8312 -0.718
N 0.3390 -3.4275 -0.5476 0.206
C 0.9034 -4.0580 0.6211 -0.892
H -0.6804 -2.3939 -2.6852 0.138
H -2.1467 -3.3320 -2.6009 0.283
H -0.6754 -3.9924 -3.3871 0.329
H 0.7561 -2.5924 -0.9318 -0.027
H 0.2261 -4.0360 1.4836 0.289
H 1.7857 -3.5045 0.9380 0.098
H 1.1079 -5.1103 0.4277 0.376

=====

Model x:
65
Properties=species:S:1:pos:R:3:mulliken_charge:R:1 method="wB97M-V/def2-TZVPD" multiplicity=1 homo_ha=-0.2481 orbital_gap_ev=9.148 charge=-1
Cl -0.3253 0.7344 -0.4008 1.683
O -0.2751 1.9859 0.3182 -0.716
O -0.3420 -0.3777 0.5244 -0.525
O -1.5537 0.7119 -1.1746 -0.634
O 0.8268 0.6411 -1.2684 -0.680
C -3.1246 1.0468 2.1922 -0.490
C -3.7758 2.2805 1.6409 0.742
O -4.0314 3.2496 2.3376 -0.676
N -4.0655 2.2406 0.3118 -0.202
C -4.3099 3.4310 -0.4550 -0.703
H -3.6437 0.5644 3.0245 0.413
H -2.1738 1.3070 2.6570 -0.038
H -2.9993 0.2873 1.4200 0.064
H -3.6491 1.4628 -0.1787 0.178
H -4.7561 4.1840 0.1851 0.374
H -4.9919 3.1961 -1.2743 0.306
H -3.3770 3.7829 -0.9010 0.033
C 4.0698 -2.6450 1.9983 -1.100
C 2.6323 -2.9805 2.3306 0.771
O 2.3434 -3.5239 3.3882 -0.708
N 1.7362 -2.8496 1.3176 0.128
C 2.0509 -2.5629 -0.0574 -0.566
H 4.1564 -1.7431 1.4010 0.222
H 4.4743 -3.4723 1.4043 0.339
H 4.6756 -2.6058 2.8972 0.279
H 0.7745 -2.9320 1.6060 0.160
H 1.2738 -2.9453 -0.7108 -0.068
H 2.9769 -3.0465 -0.3776 0.417
H 2.1663 -1.4915 -0.2293 0.047
C -0.3168 -6.0347 -1.5635 -1.286
C -1.0522 -4.8614 -0.9624 0.739
O -1.1227 -4.6965 0.2360 -0.610
N -1.5913 -3.9948 -1.8642 -0.150
C -2.2283 -2.7543 -1.5174 -0.838
H 0.1425 -5.8222 -2.5244 0.378
H -0.9743 -6.9070 -1.6008 0.359
H 0.4441 -6.3299 -0.8407 0.330
H -1.7525 -4.3791 -2.7800 0.229
H -1.9830 -2.4797 -0.4957 0.229
H -3.3214 -2.8245 -1.5825 0.350
H -1.9648 -1.9241 -2.1721 0.290
C 3.2542 0.8109 1.5861 -0.664
C 2.6033 1.0327 2.9255 0.921
O 3.2820 1.2465 3.9247 -0.740
N 1.2615 0.9708 2.9455 0.096
C 0.4818 0.9668 4.1647 -1.185
H 3.3853 1.7627 1.0524 0.351
H 2.6077 0.2933 0.8716 -0.257
H 4.2430 0.3698 1.6022 0.349
H 0.7828 0.7801 2.0771 0.056
H 0.0764 1.9566 4.3859 0.309
H 1.0685 0.5896 4.9968 0.373
H -0.3635 0.2960 3.9999 0.341
C 2.3381 3.2439 -3.7388 -0.997
C 1.0549 4.0300 -3.7296 0.786
O 0.9964 5.1481 -4.2099 -0.670
N -0.0179 3.3652 -3.2467 -0.089
C -1.2931 3.9957 -3.0284 -0.949
H 3.0864 3.7155 -4.3677 0.319
H 2.2532 2.2090 -4.0798 0.295
H 2.7057 3.1603 -2.7108 0.202
H 0.0689 2.4560 -2.8204 0.130
H -1.3794 4.8834 -3.6573 0.412
H -1.3518 4.3965 -2.0076 0.226
H -2.1866 3.3985 -3.1946 0.315

=====

Which structure is most stable, and how do the rest compare? From most to least stable: model x, model w.